# 1
Density functional theory data (the ωB97M-V functional and the def2-TZVPD basis) for 9 unconnected molecules or ions with the total composition C40H66N2O25.

**Structure (SMILES)**: O=[N+]([O-])c1ccccc1.O=[N+]([O-])c1ccccc1.CCOC(=O)OC.CCOC(=O)OC.CCOC(=O)OC.CCOC(=O)OC.CCOC(=O)OC.CCOC(=O)OC.CCOC(=O)OC
**Energy above the lowest of the compared OMol25 structures with the same formula, charge and spin**: 0.0000 eV
**E_HOMO**: -10.15 eV
**E_tot**: -3554.15893 hartree
**HOMO-LUMO gap**: 9.5 eV

```
! wB97M-V def2-TZVPD RIJCOSX def2/J DEFGRID3
* xyz 0 1
O -1.2417 1.0152 1.7364
N -0.1598 1.0030 1.1949
O 0.9068 1.0840 1.7822
C -0.1121 0.8568 -0.2573
C -1.3070 0.8109 -0.9414
C -1.3425 0.6148 -2.3146
C -0.1374 0.5382 -2.9823
C 1.1008 0.5914 -2.3360
C 1.0900 0.8104 -0.9673
H -2.2681 0.8541 -0.4400
H -2.2861 0.6145 -2.8404
H -0.1947 0.3659 -4.0505
H 1.9576 0.4876 -2.9860
H 2.0216 0.8845 -0.4199
O -5.1293 0.3038 -2.3016
N -5.7197 -0.6382 -1.8046
O -6.7442 -0.5564 -1.1649
C -5.1238 -1.9710 -1.9525
C -5.7329 -3.0676 -1.3644
C -5.0734 -4.2851 -1.3950
C -3.8292 -4.4011 -2.0078
C -3.2848 -3.3155 -2.6836
C -3.9546 -2.1004 -2.6712
H -6.6098 -2.9133 -0.7513
H -5.4521 -5.1386 -0.8489
H -3.2861 -5.3340 -1.9347
H -2.3214 -3.3831 -3.1727
H -3.4580 -1.2055 -3.0210
C 0.4707 -0.3852 6.1521
C 0.7660 1.0200 6.6726
O 0.3166 2.0529 5.8031
C 1.0748 2.4778 4.7913
O 2.1751 2.0922 4.5235
O 0.3267 3.3256 4.0972
C 0.8280 3.9471 2.9611
H 0.3874 -1.0453 7.0086
H 1.2596 -0.6739 5.4563
H -0.4129 -0.3189 5.5146
H 1.8280 1.0932 6.9127
H 0.2013 1.2546 7.5748
H 1.0663 5.0043 3.1301
H 0.0698 4.0086 2.1795
H 1.7226 3.4773 2.5561
C -2.7819 -1.8964 1.0353
C -2.8976 -2.6146 2.3473
O -3.2532 -3.9756 2.0699
C -3.4413 -4.7609 3.1163
O -3.4403 -4.4137 4.2656
O -3.6184 -6.0135 2.6940
C -3.7804 -6.9981 3.7239
H -2.0195 -2.3156 0.3789
H -2.3955 -0.8837 1.1825
H -3.7297 -1.7472 0.5177
H -3.6558 -2.1411 2.9701
H -1.9483 -2.5983 2.8840
H -3.0925 -6.8005 4.5408
H -3.4817 -7.9308 3.2535
H -4.8173 -6.9961 4.0425
C 9.2250 3.0641 4.5572
C 8.7642 3.0456 3.1160
O 7.3682 3.3395 3.0151
C 6.5469 2.2897 2.8837
O 6.8243 1.1421 3.1255
O 5.3734 2.7396 2.4705
C 4.3793 1.7288 2.2335
H 10.2919 2.8462 4.6019
H 8.7005 2.3363 5.1748
H 9.0201 4.0602 4.9470
H 9.0178 2.1523 2.5472
H 9.2704 3.8718 2.6099
H 4.8185 0.8944 1.6941
H 3.5736 2.1983 1.6783
H 3.9713 1.4457 3.1997
C -0.4316 -2.3951 -5.5571
C -1.1383 -1.4830 -6.5333
O -1.5588 -0.2944 -5.8932
C -2.2310 0.6339 -6.5710
O -2.5994 0.5436 -7.7076
O -2.3209 1.7155 -5.8014
C -2.9107 2.8473 -6.4102
H 0.6077 -2.5944 -5.8340
H -0.8337 -3.4067 -5.4586
H -0.3545 -2.0504 -4.5227
H -1.9733 -2.0138 -6.9979
H -0.4771 -1.2570 -7.3736
H -2.3433 3.1858 -7.2772
H -3.0100 3.6300 -5.6670
H -3.9126 2.6030 -6.7741
C -3.3036 4.1219 1.4906
C -4.1772 3.6856 2.6476
O -3.5179 2.6279 3.3157
C -3.8241 2.3767 4.5859
O -4.7217 2.8543 5.2213
O -2.9739 1.4393 4.9952
C -2.8703 1.0984 6.3725
H -3.1236 3.3052 0.7885
H -2.3521 4.5285 1.8357
H -3.7643 4.9229 0.9074
H -5.1461 3.3407 2.2818
H -4.3452 4.5628 3.2753
H -2.1421 1.7231 6.8797
H -2.5073 0.0713 6.3232
H -3.8362 1.0151 6.8694
C 4.6429 2.0885 -1.4468
C 4.8287 3.0682 -2.5846
O 3.5726 3.6508 -2.9777
C 2.9411 3.1071 -4.0026
O 3.2054 2.0239 -4.4708
O 1.9935 3.9336 -4.4085
C 1.1967 3.5162 -5.5290
H 3.9476 1.2915 -1.7069
H 4.2284 2.5921 -0.5710
H 5.6089 1.6526 -1.1904
H 5.2240 2.5183 -3.4399
H 5.4445 3.9211 -2.3205
H 1.7543 2.7460 -6.0580
H 1.0972 4.3825 -6.1789
H 0.2180 3.1970 -5.1833
C -0.1479 -4.2152 -0.6403
C 0.3900 -2.9208 -1.2043
O 1.7801 -3.0255 -1.5288
C 2.1278 -3.8560 -2.4997
O 1.4018 -4.4091 -3.2892
O 3.4565 -3.9354 -2.5025
C 4.0453 -4.6646 -3.5800
H 0.5582 -4.6193 0.0932
H -0.3010 -4.9782 -1.3994
H -1.0404 -4.0747 -0.0304
H 0.2855 -2.1132 -0.4808
H -0.1441 -2.5665 -2.0916
H 3.6400 -4.3507 -4.5399
H 3.8456 -5.7318 -3.4652
H 5.1117 -4.4903 -3.4965
*
```


# 2
Density functional theory data (the ωB97M-V functional and the def2-TZVPD basis) for 9 unconnected molecules or ions with the total composition C40H66N2O25.

**Structure (SMILES)**: O=[N+]([O-])c1ccccc1.O=[N+]([O-])c1ccccc1.CCOC(=O)OC.CCOC(=O)OC.CCOC(=O)OC.CCOC(=O)OC.CCOC(=O)OC.CCOC(=O)OC.CCOC(=O)OC
**Energy above the lowest of the compared OMol25 structures with the same formula, charge and spin**: 4.9471 eV
**E_HOMO**: -10.08 eV
**E_tot**: -3553.97712 hartree
**HOMO-LUMO gap**: 9.2 eV

```
! wB97M-V def2-TZVPD RIJCOSX def2/J DEFGRID3
* xyz 0 1
O -8.0569 -29.0372 16.6280
N -8.5906 -27.9222 16.4440
O -9.7626 -27.8015 16.1135
C -7.7909 -26.7039 16.5227
C -8.3953 -25.4437 16.3815
C -7.6040 -24.2923 16.4889
C -6.2715 -24.3708 16.7180
C -5.6723 -25.6126 16.9654
C -6.4254 -26.8144 16.8513
H -9.4637 -25.3167 16.2885
H -8.0916 -23.3381 16.3541
H -5.7058 -23.4533 16.7843
H -4.6464 -25.7298 17.2822
H -5.8228 -27.7092 16.9009
O 0.7062 -19.5963 14.2087
N 0.6256 -18.3704 13.9486
O -0.3849 -17.7368 14.1860
C 1.7270 -17.7343 13.2792
C 1.8234 -16.3423 13.2219
C 2.9153 -15.6888 12.7148
C 3.9849 -16.4678 12.2276
C 3.9124 -17.8308 12.1939
C 2.8020 -18.4428 12.7658
H 1.0183 -15.6825 13.5099
H 2.9620 -14.6122 12.7861
H 4.8640 -16.0060 11.8029
H 4.6862 -18.4703 11.7955
H 2.7681 -19.5189 12.8502
C -16.4591 -25.1679 12.3035
C -16.4266 -23.6897 12.6934
O -15.0389 -23.3215 12.6267
C -14.4472 -22.9544 11.4519
O -14.8706 -23.1319 10.2646
O -13.2881 -22.6372 11.7097
C -12.2237 -22.4179 10.8172
H -16.2311 -25.3079 11.2469
H -17.4773 -25.5570 12.3136
H -15.8952 -25.8640 12.9244
H -16.8145 -23.5738 13.7054
H -16.8989 -22.9728 12.0218
H -12.6611 -21.6442 10.1862
H -12.0025 -23.2317 10.1267
H -11.3099 -22.1621 11.3535
C -3.5243 -33.2902 28.3132
C -2.3962 -32.6230 27.5523
O -3.0514 -31.6680 26.6691
C -2.3546 -30.9403 25.8420
O -1.1097 -30.9441 25.6865
O -3.1951 -30.1622 25.2425
C -2.7321 -29.3987 24.1973
H -4.0930 -32.6106 28.9479
H -3.1376 -34.0852 28.9508
H -4.2092 -33.8036 27.6384
H -1.6642 -33.2668 27.0646
H -1.8800 -31.9530 28.2399
H -3.5089 -28.7037 23.8782
H -2.3560 -29.9594 23.3415
H -1.8882 -28.7429 24.4114
C -12.7296 -18.8060 17.7072
C -12.7962 -17.6330 16.7233
O -11.4662 -17.4074 16.2176
C -10.6977 -16.4201 16.6550
O -10.9553 -15.6684 17.6357
O -9.5791 -16.4070 15.9250
C -8.6661 -15.4147 16.2251
H -12.1994 -18.4064 18.5717
H -12.1647 -19.6977 17.4355
H -13.7341 -19.1062 18.0055
H -13.2009 -16.6841 17.0753
H -13.4815 -17.9378 15.9324
H -8.2845 -15.4766 17.2442
H -9.0256 -14.4054 16.0244
H -7.8243 -15.4990 15.5377
C -0.0462 -32.2935 18.4819
C 1.2652 -31.7728 17.8588
O 1.2815 -30.3847 18.1422
C 2.1691 -29.5577 17.5899
O 2.9542 -29.8282 16.6983
O 1.8841 -28.3021 18.1276
C 2.5109 -27.1028 17.7878
H 0.0365 -33.3680 18.3179
H -0.9412 -31.8558 18.0399
H 0.0221 -32.1010 19.5526
H 1.4500 -31.9646 16.8018
H 2.0537 -32.2055 18.4746
H 3.5817 -27.1573 17.9837
H 2.0516 -26.2634 18.3098
H 2.4917 -26.9005 16.7169
C -13.3835 -36.5466 7.4631
C -12.4074 -35.5314 7.9225
O -12.9215 -34.2157 8.1069
C -12.2815 -33.3510 8.8710
O -11.3906 -33.5908 9.6232
O -12.8247 -32.1721 8.6964
C -12.6842 -31.2248 9.7654
H -13.9425 -36.2244 6.5846
H -14.1068 -36.6770 8.2681
H -12.9568 -37.5107 7.1868
H -11.7111 -35.4102 7.0927
H -11.7954 -35.9349 8.7291
H -13.2217 -31.5516 10.6556
H -13.0597 -30.2278 9.5350
H -11.6329 -31.0266 9.9742
C -6.2844 -40.6769 5.9529
C -5.6209 -40.1884 7.2520
O -6.4814 -39.5453 8.1672
C -6.1050 -39.3659 9.3691
O -5.0269 -39.6065 9.9066
O -7.1021 -38.7448 10.0597
C -6.9102 -38.2594 11.4038
H -5.5062 -41.1843 5.3827
H -6.5157 -39.6995 5.5296
H -7.1727 -41.2854 6.1227
H -4.6945 -39.6415 7.0766
H -5.4057 -41.1358 7.7462
H -7.4885 -37.3636 11.6303
H -5.9143 -37.8809 11.6340
H -7.1550 -39.0476 12.1158
C -14.3780 -34.6439 15.6022
C -14.9471 -34.1451 14.3550
O -16.1439 -33.3124 14.5522
C -17.0764 -33.2165 13.6240
O -18.1668 -32.7417 13.8610
O -16.7005 -33.6950 12.4302
C -17.6778 -33.6378 11.3627
H -13.4435 -35.1477 15.3553
H -15.0999 -35.3618 15.9915
H -14.0233 -33.8013 16.1958
H -15.1451 -35.0386 13.7630
H -14.2344 -33.5290 13.8068
H -18.6717 -34.0389 11.5612
H -17.2810 -34.0922 10.4549
H -17.9003 -32.5979 11.1234
*
```


# 3
Density functional theory data (the ωB97M-V functional and the def2-TZVPD basis) for a molecular structure, C40H67Cl2N11O3PSeW.

**E_HOMO (alpha / beta)**: -14.69 / -14.69 eV
**E_tot**: -6122.05753 hartree
**HOMO-LUMO gap (alpha / beta)**: 6.6 / 6.6 eV

```
! wB97M-V def2-TZVPD RIJCOSX def2/J DEFGRID3
* xyz 3 1
W 1.1572 -0.4036 -0.8291
Cl 3.7026 1.3530 -7.6383
C 3.1144 0.7410 -6.1509
C 2.9818 -0.6545 -5.9941
C 2.5167 -1.2156 -4.8297
Cl 2.3535 -2.9191 -4.6783
C 2.1570 -0.3852 -3.7483
O 1.6988 -0.9251 -2.6447
C 2.2920 1.0054 -3.9192
C 1.9836 1.8285 -2.8189
O 1.5921 1.4009 -1.7022
C 2.7711 1.5752 -5.1219
H 3.2533 -1.3025 -6.8179
H 2.0926 2.9095 -2.9112
H 2.8704 2.6479 -5.2179
C -1.7141 -4.2795 0.2387
N -1.8865 -3.5269 -0.9937
C -3.1212 -3.6976 -1.7622
C -3.0845 -2.5090 -2.7201
N -1.8271 -1.8031 -2.3846
C -1.1750 -1.1537 -3.5192
C -1.1523 -2.5023 -1.4376
N 0.0801 -2.2190 -0.9529
C 0.9832 -3.3871 -0.9565
C 1.9498 -3.1775 0.1641
N 2.4690 -1.8052 0.0357
C 3.7159 -1.6396 0.5379
N 4.2574 -2.4579 1.4707
C 3.5258 -3.1098 2.5525
C 5.6737 -2.1460 1.6909
C 5.9471 -1.0167 0.7015
N 4.6311 -0.7534 0.1160
C 4.5445 0.1777 -0.9838
H -2.6938 -4.6447 0.5394
H -1.3254 -3.6318 1.0265
H -1.0637 -5.1429 0.1152
H -3.9778 -3.6525 -1.0883
H -3.1307 -4.6673 -2.2601
H -3.9362 -1.8484 -2.5753
H -3.0639 -2.8101 -3.7668
H -1.9636 -0.7912 -4.1762
H -0.5396 -1.8468 -4.0740
H -0.5979 -0.2914 -3.2025
H 1.5007 -3.4235 -1.9206
H 0.5058 -4.3497 -0.7963
H 2.7531 -3.9141 0.1135
H 1.4236 -3.3097 1.1141
H 2.6487 -2.5251 2.8253
H 4.1888 -3.1539 3.4147
H 3.2372 -4.1293 2.3046
H 6.2962 -3.0210 1.5104
H 5.8213 -1.8320 2.7239
H 6.6369 -1.3224 -0.0863
H 6.3451 -0.1183 1.1744
H 5.5336 0.6125 -1.1196
H 3.8529 0.9836 -0.7622
H 4.2672 -0.3239 -1.9131
C 1.6338 -0.1572 4.8482
N 1.5225 -0.2678 3.3835
C 0.2936 -0.9984 3.0449
P 1.9834 0.9570 2.3838
O 1.7032 0.5930 0.9294
N 1.2146 2.3803 2.6523
C 1.2315 2.9698 3.9936
C 0.8783 3.3567 1.6164
N 3.5982 1.1301 2.6430
C 4.1664 2.3941 2.1585
C 4.3935 0.5183 3.7005
H 1.7887 -1.1571 5.2552
H 0.7166 0.2553 5.2756
H 2.4711 0.4645 5.1545
H 0.2620 -1.8959 3.6652
H 0.2885 -1.3034 2.0017
H -0.6019 -0.4029 3.2427
H 1.7722 2.3433 4.7020
H 0.2159 3.1096 4.3666
H 1.7302 3.9407 3.9673
H 1.0753 2.9562 0.6262
H 1.4771 4.2596 1.7615
H -0.1778 3.6268 1.6733
H 3.5999 2.7742 1.3083
H 5.1893 2.2186 1.8226
H 4.1856 3.1599 2.9383
H 4.0617 -0.5004 3.8925
H 4.3674 1.0941 4.6296
H 5.4337 0.4845 3.3732
C -3.2405 3.8481 0.2173
C -2.4478 4.3277 -0.9937
C -2.8085 3.6667 -2.3240
C -2.3151 2.2357 -2.5141
N -3.0263 1.2454 -1.6971
C -2.5572 0.5750 -0.6310
Se -0.8606 0.8489 0.1528
N -3.5585 -0.1290 -0.0783
C -3.4851 -0.9469 1.1388
C -4.4285 -0.4747 2.2423
C -4.2693 0.9829 2.6628
C -2.9308 1.3001 3.3158
C -4.7108 0.0533 -0.8447
C -5.9816 -0.5120 -0.7581
C -6.8847 -0.1485 -1.7379
C -6.5409 0.7389 -2.7698
C -5.2775 1.2881 -2.8615
C -4.3696 0.9205 -1.8725
H -3.1068 4.5297 1.0577
H -2.9338 2.8603 0.5641
H -4.3104 3.8119 0.0011
H -1.3732 4.2137 -0.8104
H -2.6176 5.3991 -1.1121
H -2.3674 4.2420 -3.1418
H -3.8892 3.7156 -2.4778
H -1.2642 2.1600 -2.2328
H -2.4161 1.9195 -3.5536
H -2.4444 -0.9140 1.4607
H -3.7132 -1.9766 0.8502
H -4.2503 -1.1268 3.1023
H -5.4602 -0.6579 1.9445
H -5.0692 1.2119 3.3683
H -4.4431 1.6393 1.8049
H -2.7386 0.6214 4.1511
H -2.9240 2.3145 3.7146
H -2.0912 1.2204 2.6198
H -6.2570 -1.2060 0.0213
H -7.8858 -0.5559 -1.7108
H -7.2839 0.9965 -3.5114
H -5.0140 1.9626 -3.6635
*
```